{"formula": "C4H5NOS", "method": "ωB97M-V/def2-TZVPD", "e_homo_ev": -9.277, "lumo_energy_ev": -0.43, "de_lowest_ev": 5.043, "molar_mass_g_mol": 115.16, "e_tot_ev": -18596.876, "species": ["C", "C", "C", "C", "H", "H", "H", "H", "H", "N", "O", "S"], "coordinates": [[-0.4380, 1.1297, -0.1783], [0.6825, 0.5903, 0.5361], [1.3976, -0.5965, 0.0133], [1.8246, -1.5405, -0.6957], [-1.6631, -1.2131, 1.4715], [-2.3904, 0.8593, -0.7233], [0.4457, 0.4504, 1.6947], [1.6507, 1.2959, 0.6902], [2.3047, -2.1585, -1.5916], [-1.5954, 0.4211, -0.1685], [-0.4331, 2.1291, -0.8011], [-1.7859, -1.3672, -0.2474]]}

{"formula": "C37H99N8O20", "method": "ωB97M-V/def2-TZVPD", "e_homo_ev": -11.325, "charge": 1, "lumo_energy_ev": -2.41, "molar_mass_g_mol": 976.24, "e_tot_ev": -92842.071, "species": ["C", "N", "C", "C", "C", "C", "O", "H", "H", "H", "H", "H", "H", "H", "H", "H", "H", "H", "H", "H", "H", "C", "C", "C", "C", "C", "C", "H", "H", "H", "H", "H", "H", "H", "H", "H", "H", "H", "H", "H", "H", "C", "C", "O", "O", "H", "H", "H", "H", "H", "H", "C", "C", "O", "O", "H", "H", "H", "H", "H", "H", "C", "C", "O", "O", "H", "H", "H", "H", "H", "H", "C", "C", "O", "O", "H", "H", "H", "H", "H", "H", "C", "C", "O", "O", "H", "H", "H", "H", "H", "H", "C", "C", "O", "O", "H", "H", "H", "H", "H", "H", "O", "C", "N", "C", "H", "H", "H", "H", "H", "O", "C", "N", "C", "H", "H", "H", "H", "H", "O", "C", "N", "C", "H", "H", "H", "H", "H", "O", "C", "N", "C", "H", "H", "H", "H", "H", "O", "C", "N", "C", "H", "H", "H", "H", "H", "O", "C", "N", "C", "H", "H", "H", "H", "H", "O", "C", "N", "C", "H", "H", "H", "H", "H"], "coordinates": [[0.5994, -1.2666, 1.5504], [-0.3357, -0.2886, 0.9045], [-1.4039, -1.0619, 0.1642], [-1.0810, 0.5566, 1.9232], [0.3296, 0.5557, -0.1530], [1.1309, 1.7100, 0.4106], [2.1114, 1.2207, 1.3111], [0.0428, -2.0819, 2.0081], [1.1133, -0.7781, 2.3732], [1.2533, -1.6158, 0.7570], [-1.8259, -1.7355, 0.9072], [-0.9051, -1.6697, -0.5891], [-2.1711, -0.4358, -0.2794], [-0.3615, 0.8004, 2.6999], [-1.9230, -0.0023, 2.3124], [-1.3885, 1.4444, 1.3719], [-0.5621, 0.9108, -0.6669], [0.9782, -0.0643, -0.7633], [0.5798, 2.5633, 0.8284], [1.6342, 2.2426, -0.4103], [2.9493, 1.6973, 1.1621], [-4.9650, 2.2291, -1.4799], [-6.1687, 2.1614, -0.5376], [-5.7341, 1.7796, 0.8959], [-5.5191, 0.2811, 1.0434], [-4.9225, -0.1523, 2.3733], [-4.4686, -1.6202, 2.4021], [-4.6907, 1.2157, -1.7850], [-4.1075, 2.8044, -1.1285], [-5.1980, 2.7060, -2.4394], [-6.5569, 3.1801, -0.4514], [-6.9093, 1.4912, -0.9733], [-6.5959, 1.9751, 1.5437], [-4.9403, 2.5024, 1.0831], [-6.4231, -0.3052, 0.8635], [-4.7340, -0.0812, 0.3663], [-3.9838, 0.4033, 2.4983], [-5.4874, 0.0721, 3.2813], [-3.9493, -1.9341, 1.4922], [-3.8712, -1.8595, 3.2796], [-5.3228, -2.3099, 2.4123], [1.5333, -3.9148, -2.2561], [3.0380, -4.1124, -2.2280], [3.4748, -4.3354, -0.8647], [1.1130, -2.6823, -1.6540], [1.0614, -4.7613, -1.7637], [1.1594, -3.8681, -3.2852], [3.5978, -3.2835, -2.6619], [3.3207, -5.0470, -2.7090], [3.4301, -3.4624, -0.4162], [1.4027, -1.9489, -2.2279], [2.5839, -0.4436, -4.2446], [1.8364, -0.7601, -5.5260], [1.4444, -2.1413, -5.4330], [1.6754, -0.2502, -3.1448], [3.1219, 0.5126, -4.3294], [3.3772, -1.1328, -3.9537], [2.5512, -0.5332, -6.3216], [0.9259, -0.2109, -5.7578], [0.5508, -2.0920, -5.0622], [1.6294, 0.6724, -2.8877], [-5.8310, -1.3521, -2.1586], [-5.1692, -2.5081, -1.4232], [-3.7798, -2.3503, -1.2330], [-5.1592, -1.0478, -3.3958], [-5.8508, -0.4855, -1.5082], [-6.8233, -1.6798, -2.4770], [-5.1920, -3.4173, -2.0434], [-5.7913, -2.7121, -0.5418], [-3.3009, -3.1702, -1.0525], [-5.1642, -1.8655, -3.9041], [2.6053, -3.9441, 3.1374], [3.7763, -3.1628, 3.7300], [3.4790, -2.9574, 5.1094], [2.6961, -5.2578, 3.6818], [2.6970, -3.9834, 2.0456], [1.6414, -3.4578, 3.3308], [3.8909, -2.2392, 3.1698], [4.6724, -3.7779, 3.6116], [3.2285, -3.8246, 5.4504], [2.1034, -5.8521, 3.2171], [-1.6996, -2.0537, -3.7411], [-1.9974, -0.6038, -3.9295], [-2.4206, -0.0339, -2.7149], [-1.3269, -2.6995, -4.9848], [-2.5463, -2.6204, -3.3406], [-0.9043, -2.2060, -2.9976], [-2.7085, -0.4685, -4.7567], [-1.1485, -0.0674, -4.3713], [-3.3805, -0.1409, -2.6499], [-1.5685, -3.6206, -4.8684], [4.0283, 4.0391, 1.1225], [5.1485, 5.0582, 0.8860], [5.8614, 5.2562, 2.1183], [4.3983, 2.6821, 0.8077], [3.1265, 4.2371, 0.5367], [3.6389, 4.0343, 2.1439], [4.6811, 6.0132, 0.6637], [5.7576, 4.7046, 0.0544], [6.1360, 4.4022, 2.4635], [5.1386, 2.3998, 1.3573], [2.4290, 4.0187, -1.8732], [3.4336, 4.2153, -2.5551], [4.6307, 3.6502, -2.2718], [3.3622, 5.0544, -3.8085], [5.4174, 3.8371, -2.8645], [4.7021, 3.1314, -1.4089], [4.1362, 4.8115, -4.5352], [3.4642, 6.0846, -3.4517], [2.3989, 4.9898, -4.3062], [-2.5506, -4.2313, 0.3438], [-1.6887, -4.6848, 1.0835], [-0.4168, -4.8638, 0.6703], [-1.9523, -5.0160, 2.5354], [-0.2233, -4.5929, -0.2790], [0.2742, -5.2974, 1.2501], [-2.8756, -4.5323, 2.8480], [-1.1185, -4.6559, 3.1376], [-2.1234, -6.0801, 2.7055], [3.5936, -2.1280, 0.7222], [4.4896, -1.3908, 0.3344], [5.6729, -1.2531, 0.9488], [4.2911, -0.4801, -0.8756], [6.2611, -0.4733, 0.7349], [5.9045, -1.9140, 1.6759], [4.5710, -1.0313, -1.7722], [4.8105, 0.4783, -0.8552], [3.2300, -0.2416, -0.8711], [1.9848, 3.5706, 6.0524], [2.5478, 2.8524, 5.2428], [3.6581, 3.2534, 4.5779], [2.0127, 1.4853, 4.8912], [4.0792, 4.1405, 4.8056], [4.2696, 2.6017, 4.1194], [2.3534, 0.7339, 5.6081], [2.3239, 1.1840, 3.8878], [0.9275, 1.4080, 4.9261], [-1.8510, 3.1821, -0.5456], [-1.8473, 4.3997, -0.3302], [-1.8850, 4.8530, 0.9308], [-1.8948, 5.3460, -1.5021], [-1.8976, 4.1191, 1.6197], [-2.0070, 5.8218, 1.1579], [-0.8641, 5.4402, -1.8512], [-2.3597, 6.3054, -1.2868], [-2.4575, 4.8549, -2.2924], [0.5902, 3.1157, -4.8628], [-0.3000, 2.8245, -4.0582], [0.0481, 2.6174, -2.7609], [-1.7360, 2.8387, -4.4495], [1.0241, 2.8722, -2.6362], [-0.6335, 2.6823, -2.0115], [-1.8391, 3.8259, -4.8989], [-2.4258, 2.5919, -3.6435], [-1.9277, 2.0778, -5.2072], [-1.4399, -1.8778, 3.9412], [-1.2818, -2.2903, 5.0834], [-2.0599, -3.2995, 5.5389], [-0.3460, -1.6481, 6.0858], [-1.8400, -3.8770, 6.3298], [-2.7054, -3.6459, 4.8479], [-0.8164, -1.5208, 7.0612], [-0.0410, -0.6905, 5.6749], [0.5271, -2.2645, 6.3112]]}

{"formula": "C16H12F6N4O5S2V", "method": "ωB97M-V/def2-TZVPD", "e_homo_ev": [-11.691, -11.693], "charge": 1, "multiplicity": 3, "lumo_energy_ev": [-4.35, -4.57], "de_lowest_ev": 0.000, "molar_mass_g_mol": 569.36, "e_tot_ev": -96642.317, "species": ["V", "C", "C", "N", "N", "C", "O", "C", "C", "C", "C", "C", "C", "C", "C", "C", "C", "C", "N", "H", "H", "H", "H", "H", "H", "H", "H", "H", "H", "H", "H", "F", "C", "F", "F", "S", "O", "O", "N", "S", "O", "O", "C", "F", "F", "F"], "coordinates": [[-0.0696, 0.0117, 0.6290], [1.2294, 4.0999, -0.0952], [1.1093, 2.6280, 0.0757], [-0.0055, 2.0013, 0.1934], [-1.2146, 2.6280, 0.1156], [-2.1375, 1.7077, 0.0378], [-1.7908, 0.4248, 0.0303], [-3.5515, 2.0514, -0.0629], [-4.4926, 1.0351, -0.2178], [-5.8364, 1.3540, -0.3149], [-6.2401, 2.6801, -0.2555], [-5.3018, 3.6952, -0.0989], [-3.9588, 3.3857, -0.0032], [2.2757, 1.7285, 0.0845], [3.5795, 2.1674, -0.0372], [4.6032, 1.2305, -0.0758], [4.2967, -0.1160, 0.0051], [2.9696, -0.4870, 0.1401], [1.9852, 0.4115, 0.1836], [0.2437, 4.5532, -0.0925], [1.7297, 4.3334, -1.0371], [1.8240, 4.5246, 0.7158], [-4.1666, 0.0054, -0.2655], [-6.5694, 0.5685, -0.4379], [-7.2910, 2.9255, -0.3321], [-5.6214, 4.7272, -0.0517], [-3.2177, 4.1630, 0.1184], [3.7915, 3.2245, -0.1079], [5.6309, 1.5535, -0.1719], [5.0648, -0.8745, -0.0253], [2.6798, -1.5250, 0.2254], [-1.6320, -2.7262, 4.0747], [-1.5263, -1.4343, 3.8487], [-1.6672, -0.7534, 4.9680], [-2.4181, -1.0320, 2.9547], [0.1750, -1.0561, 3.1957], [0.0590, 0.3295, 2.6714], [1.1199, -1.3037, 4.2150], [0.4318, -1.8487, 1.8446], [-0.3981, -2.7411, 0.8185], [-1.6806, -3.1792, 1.2298], [-0.2568, -1.9481, -0.4046], [0.6804, -4.2246, 0.6037], [0.1572, -4.9953, -0.3249], [0.7472, -4.8596, 1.7582], [1.8962, -3.8282, 0.2365]]}

{"formula": "C5H8N2O", "method": "ωB97M-V/def2-TZVPD", "e_homo_ev": [-7.514, -7.513], "lumo_energy_ev": [0.54, 0.54], "de_lowest_ev": 8.409, "molar_mass_g_mol": 112.13, "e_tot_ev": -10334.317, "species": ["C", "C", "N", "C", "C", "C", "O", "N", "H", "H", "H", "H", "H", "H", "H", "H"], "coordinates": [[0.8433, 0.3966, -0.0074], [-0.5813, -0.8140, 0.2072], [1.9149, -0.1090, 0.7118], [-0.6872, 0.3792, 0.9788], [0.9533, 1.2556, -1.0304], [-0.4367, -2.0941, -0.1679], [-2.3435, 1.2079, -0.5283], [-1.7780, 0.0854, 0.1889], [-3.0843, 0.7912, -0.9915], [2.7069, 0.5069, 0.8244], [1.6959, -0.6528, 1.5333], [-0.4595, 0.9807, 1.8390], [1.9312, 1.5751, -1.3740], [0.0725, 1.6843, -1.4801], [0.5164, -2.5915, -0.0616], [-1.2640, -2.6015, -0.6421]]}

{"formula": "C4H11IOSi", "method": "ωB97M-V/def2-TZVPD", "e_homo_ev": [-4.997, -9.724], "multiplicity": 3, "lumo_energy_ev": [0.42, -1.82], "de_lowest_ev": 0.048, "molar_mass_g_mol": 230.12, "e_tot_ev": -22347.378, "species": ["C", "C", "C", "C", "O", "Si", "I", "H", "H", "H", "H", "H", "H", "H", "H", "H", "H", "H"], "coordinates": [[-2.7594, 1.0901, -0.7600], [0.6779, -2.0954, 0.5443], [-1.4896, 0.5757, 0.1084], [2.6425, 0.9936, 0.6247], [-0.3524, 0.4698, -0.6372], [0.8902, -0.6046, -0.6511], [4.5802, 0.2138, 0.2671], [-3.6967, 0.6099, -0.6464], [-2.9319, 2.1551, -0.6631], [-2.4724, 0.9970, -1.7798], [-0.4442, -2.2569, 0.5303], [1.0165, -3.1605, 0.3182], [1.0953, -1.8018, 1.4637], [-1.6970, -0.4222, 0.4417], [-1.2604, 1.1637, 0.9328], [2.5139, 1.9905, 0.2034], [2.3567, 0.9676, 1.6659], [1.3308, -0.8854, -1.9631]]}

{"formula": "C13H22N4OS", "method": "ωB97M-V/def2-TZVPD", "e_homo_ev": -8.143, "lumo_energy_ev": 0.66, "de_lowest_ev": 0.000, "smiles": "CC(C)C(=O)Nc1nnc(CCN2CCCCC2)s1", "molar_mass_g_mol": 282.41, "e_tot_ev": -32681.392, "species": ["C", "C", "C", "C", "O", "N", "C", "N", "N", "C", "C", "C", "N", "C", "C", "C", "C", "C", "S", "H", "H", "H", "H", "H", "H", "H", "H", "H", "H", "H", "H", "H", "H", "H", "H", "H", "H", "H", "H", "H", "H"], "coordinates": [[2.0869, -3.2103, -3.3794], [1.4645, -1.9897, -4.0595], [0.5320, -2.3968, -5.2018], [0.7286, -1.1265, -3.0522], [1.0189, 0.0226, -2.8066], [-0.3168, -1.7447, -2.4215], [-1.0922, -1.1125, -1.4885], [-2.0742, -1.6875, -0.8790], [-2.6835, -0.8845, -0.0117], [-2.1842, 0.2962, 0.0635], [-2.7045, 1.3787, 0.9304], [-1.6030, 2.1753, 1.6476], [-1.2011, 1.5344, 2.8813], [-0.4555, 0.2987, 2.7263], [0.9958, 0.5063, 2.2768], [1.7100, 1.4332, 3.2578], [0.9234, 2.7331, 3.4101], [-0.5221, 2.4153, 3.8126], [-0.8168, 0.5461, -1.0283], [2.7007, -3.7537, -4.0939], [1.3255, -3.8902, -3.0025], [2.7184, -2.9037, -2.5487], [2.2658, -1.3636, -4.4639], [1.0979, -2.9233, -5.9666], [-0.2615, -3.0554, -4.8541], [0.0782, -1.5184, -5.6549], [-0.5600, -2.7042, -2.6200], [-3.3817, 0.9420, 1.6652], [-3.2739, 2.0686, 0.3012], [-2.0101, 3.1535, 1.9164], [-0.7741, 2.3413, 0.9391], [-0.9874, -0.3462, 2.0262], [-0.4581, -0.1983, 3.7023], [1.0176, 0.9432, 1.2760], [1.5017, -0.4597, 2.2283], [2.7247, 1.6423, 2.9117], [1.7809, 0.9407, 4.2313], [0.9281, 3.2794, 2.4645], [1.3828, 3.3692, 4.1686], [-1.1024, 3.3362, 3.9103], [-0.5193, 1.9129, 4.7857]]}

> What is the formula in the fourth record?

C5H8N2O